No. 1
2 unconnected molecules or ions with the total composition C11H7Cl2N2O4. Source: the OMol25 dataset; level of theory: ωB97M-V/def2-TZVPD.

Geometry as XYZ:
```
26
Properties=species:S:1:pos:R:3
C -4.4914 0.8778 0.1511
C -3.0422 1.1858 0.1501
C -2.1019 0.1935 0.1387
N -0.7879 0.3469 0.1203
C -0.3208 1.6314 0.1281
O 0.8790 1.8591 0.1122
N -1.2092 2.6903 0.1479
C -2.5790 2.5417 0.1524
O -3.3507 3.4918 0.1562
H -5.0814 1.7980 0.1509
H -4.7630 0.2978 -0.7337
H -4.7639 0.2967 1.0350
H -2.4526 -0.8258 0.1409
H -0.8333 3.6257 0.1521
Cl 4.5536 -1.4683 2.4583
C 3.6708 -1.5667 1.0087
C 4.2912 -1.3760 -0.1751
C 3.5717 -1.4688 -1.4195
O 4.1304 -1.3299 -2.4925
C 2.1420 -1.7495 -1.3414
Cl 1.2570 -1.8470 -2.7891
C 1.5225 -1.9403 -0.1577
C 2.2464 -1.8743 1.0853
O 1.7000 -2.0800 2.1540
H 5.3450 -1.1615 -0.2058
H 0.4679 -2.1485 -0.1274
```

Results
LUMO level	0.58	eV
net charge	-1
maximum force	0.042	Eh/bohr
energy relative to the best compared isomer or geometry (same formula, charge and spin)	5.4	kJ/mol
HOMO energy	-3.757	eV

Results of the Mulliken charge analysis, in e, for atoms 1 through 8: atom 1 (C): -1.3311, atom 2 (C): 0.5205, atom 3 (C): -0.2297, atom 4 (N): -0.3446, atom 5 (C): 0.1122, atom 6 (O): -0.7465, atom 7 (N): -0.0024, atom 8 (C): 0.3571

---

No. 2
A molecular structure, C11H7GdN2O6. Source: the OMol25 dataset; level of theory: ωB97M-V/def2-TZVPD.

Geometry as XYZ:
```
27
Properties=species:S:1:pos:R:3
O 0.1528 3.5752 -2.3470
C 0.1480 2.4346 -2.2887
Gd 0.1609 0.1515 -1.9257
C 0.1884 -2.0505 -2.3449
O 0.1927 -3.1976 -2.4077
C 0.1712 0.1603 -4.5073
O 0.0806 -0.8420 -5.1245
C 2.3831 0.1849 -2.5374
O 3.5295 0.2316 -2.6805
C -2.0413 0.1648 -2.5285
O -3.1890 0.1820 -2.6790
H 0.2662 1.2693 -4.8792
N -1.3086 -1.2655 4.5123
C -1.3897 -1.3260 3.1200
O -2.1922 -2.0685 2.5450
C -0.4603 -0.4508 2.3552
C 0.4936 0.4324 2.8815
C 1.3157 1.2047 2.0769
C 1.2033 1.1118 0.6952
N 0.2754 0.2548 0.2276
C -0.5580 -0.5275 0.9664
H -1.9468 -1.8664 4.9979
H -0.6857 -0.6900 5.0243
H 0.5965 0.5183 3.9720
H 2.0521 1.8875 2.4788
H 1.8170 1.6925 -0.0130
H -1.2554 -1.1714 0.4104
```

Results
LUMO level (spin up / spin down)	-8.77 / -9.36	eV
net charge	+2
2S+1	8
maximum force	0.138	Eh/bohr
energy relative to the best compared isomer or geometry (same formula, charge and spin)	137.6	kJ/mol
HOMO energy (spin up / spin down)	-15.231 / -16.008	eV

Results of the Mulliken charge analysis, in e, for atoms 1 through 8: atom 1 (O): -0.1279, atom 2 (C): 0.3960, atom 3 (Gd): 0.0176, atom 4 (C): 0.4433, atom 5 (O): -0.1125, atom 6 (C): 0.1078, atom 7 (O): -0.1901, atom 8 (C): 0.4435

---

No. 3
A molecular structure, C11H8AsF3N2O4S7Tc. Source: the OMol25 dataset; level of theory: ωB97M-V/def2-TZVPD.

Geometry as XYZ:
```
37
Properties=species:S:1:pos:R:3
Tc 0.1585 -0.3372 -0.8695
F 0.7155 -5.4716 2.0298
C 0.2808 -4.3017 2.6077
F -1.0586 -4.2568 2.3384
F 0.4566 -4.5305 3.9155
C 1.0769 -3.1106 2.0839
C 2.4472 -2.9672 2.4619
C 3.3555 -2.2495 1.7631
C 2.8918 -1.4278 0.7591
N 1.5500 -1.4170 0.4811
C 0.6538 -2.2599 1.0947
S -0.9759 -1.9540 0.4155
H 2.6339 -3.5034 3.3651
H 4.3457 -2.1712 2.0610
H 3.5067 -0.8375 0.1380
S -6.0191 -2.1649 -1.2691
As -4.5031 -0.8163 -1.2010
S -2.9958 -1.0950 -2.8524
S -1.5409 0.4478 -2.2502
S -4.0768 0.3930 0.3702
O 0.3375 1.3178 0.5075
N -0.2285 2.5121 0.1294
C -1.4575 2.8536 0.5954
C -1.8974 4.2264 0.4444
C -1.2070 5.0991 -0.2788
C 0.0839 4.6836 -0.7861
C 0.5151 3.3745 -0.5665
H -1.9795 2.0983 1.2096
H -2.8014 4.6485 0.9028
H -1.4607 6.0983 -0.3937
H 0.6503 5.4703 -1.2649
H 1.5024 3.1352 -0.8741
O 1.7425 0.5754 -2.4037
S 1.2034 -0.4175 -3.4060
O 0.6559 -1.5221 -2.6046
O 2.0301 -0.6873 -4.5526
S -0.5917 0.5653 -4.1008
```

Results
LUMO level (spin up / spin down)	-1.51 / -1.52	eV
2S+1	2
maximum force	0.091	Eh/bohr
energy relative to the best compared isomer or geometry (same formula, charge and spin)	141.9	kJ/mol
HOMO energy (spin up / spin down)	-7.628 / -7.628	eV

Results of the Mulliken charge analysis, in e, for atoms 1 through 8: atom 1 (Tc): 0.7016, atom 2 (F): -0.2732, atom 3 (C): 0.7568, atom 4 (F): -0.2369, atom 5 (F): -0.2634, atom 6 (C): -0.2893, atom 7 (C): -0.3375, atom 8 (C): -0.9463

---

No. 4
A molecular structure, C11H8Cl5HgN2O2. Source: the OMol25 dataset; level of theory: ωB97M-V/def2-TZVPD.

Geometry as XYZ:
```
29
Properties=species:S:1:pos:R:3
Hg 5.6190 -3.8881 -2.8505
Cl -3.1220 -5.6733 1.0907
C -2.3498 -4.1364 1.1846
C -1.7128 -3.5875 0.0477
Cl -1.4940 -4.6315 -1.2935
C -1.3379 -2.2272 0.0457
Cl -0.6103 -1.5105 -1.2790
C -1.4612 -1.4274 1.2308
O -1.0788 -0.2773 1.3504
C -2.0974 -2.0605 2.3666
Cl -2.5524 -1.0887 3.7048
C -2.4248 -3.3775 2.3660
Cl -3.1307 -4.1222 3.7372
N 0.9790 1.7217 -3.6816
C 0.8469 1.6248 -2.5208
N 0.4754 1.5459 -1.2586
C -0.2254 2.7161 -0.7314
C 0.7783 3.8076 -0.4474
O 1.7705 3.3807 0.4483
C 2.5063 2.2899 -0.0245
C 1.5194 1.0926 -0.3491
H -0.7349 2.3843 0.1736
H -0.9842 3.0640 -1.4500
H 0.3245 4.6966 -0.0080
H 1.2362 4.1066 -1.3997
H 3.2954 1.9821 0.6777
H 3.0519 2.5529 -0.9349
H 0.9376 0.8736 0.5705
H 1.9762 0.1689 -0.7658
```

Results
LUMO level (spin up / spin down)	-0.07 / -3.00	eV
2S+1	2
maximum force	0.063	Eh/bohr
HOMO energy (spin up / spin down)	-8.936 / -8.939	eV

Results of the Mulliken charge analysis, in e, for atoms 1 through 8: atom 1 (Hg): 0.0014, atom 2 (Cl): -0.1245, atom 3 (C): 0.2099, atom 4 (C): 0.0406, atom 5 (Cl): -0.1488, atom 6 (C): 0.4650, atom 7 (Cl): -0.1016, atom 8 (C): -0.0350

---

No. 5
2 unconnected molecules or ions with the total composition C11H8N5O6. Source: the OMol25 dataset; level of theory: ωB97M-V/def2-TZVPD.

Geometry as XYZ:
```
30
Properties=species:S:1:pos:R:3
O -0.0084 -0.7639 -1.9698
C -0.6958 -1.7815 -1.7650
C -0.0754 -3.0995 -1.4988
N 1.3951 -3.1463 -1.4800
O 1.9797 -2.7122 -0.4754
O 1.9739 -3.6359 -2.4673
C -0.8167 -4.2365 -1.2349
C -2.2126 -4.1675 -1.1904
C -2.8695 -2.9461 -1.4590
C -2.1538 -1.8057 -1.7538
H -0.2769 -5.1714 -1.0446
H -2.7792 -5.0686 -0.9478
H -3.9629 -2.9075 -1.4321
H -2.6519 -0.8600 -1.9721
C 0.9609 0.5558 3.5850
O 1.5742 1.8594 3.4093
C 1.2479 2.4422 2.2492
N 1.8492 3.6202 2.0010
C 1.5218 4.1744 0.8531
N 1.9338 5.3886 0.3278
O 1.2648 5.5216 -0.8456
N 0.3650 4.3196 -1.0987
O -0.3034 4.3305 -2.1112
C 0.5787 3.5058 -0.0300
C 0.0097 2.2874 0.3120
N 0.3752 1.7722 1.4894
H 1.3377 0.1820 4.5335
H -0.1269 0.6552 3.6128
H 1.2515 -0.1083 2.7664
H -0.6860 1.7961 -0.3629
```

Results
LUMO level	0.57	eV
net charge	-1
maximum force	0.061	Eh/bohr
energy relative to the best compared isomer or geometry (same formula, charge and spin)	169.5	kJ/mol
HOMO energy	-3.684	eV

Results of the Mulliken charge analysis, in e, for atoms 1 through 8: atom 1 (O): -0.7875, atom 2 (C): 0.2998, atom 3 (C): 0.2259, atom 4 (N): 0.9030, atom 5 (O): -0.5639, atom 6 (O): -0.5878, atom 7 (C): -0.3431, atom 8 (C): -0.4418

---

No. 6
A molecular structure, C11H8NO5Tl. Source: the OMol25 dataset; level of theory: ωB97M-V/def2-TZVPD.

Geometry as XYZ:
```
26
Properties=species:S:1:pos:R:3
O -0.0491 4.2431 -2.0299
C -0.0204 3.1269 -2.2447
Tl 0.0263 0.0119 -2.3367
C 0.0135 -2.7293 -2.3978
O 0.0385 -3.8599 -2.3111
C -0.0264 -0.2712 -4.9388
O -0.1185 -1.1393 -5.7179
C 2.7896 0.0093 -2.5164
O 3.9230 -0.0305 -2.5429
C -2.7452 -0.0294 -2.5272
O -3.8841 -0.0198 -2.5671
H 0.0747 0.8875 -4.9307
C 0.0014 -0.0005 4.6599
C -0.0106 -0.0138 3.1514
C 1.0499 0.5281 2.4329
C 1.0275 0.5004 1.0386
N 0.0037 -0.0289 0.3392
C -1.0302 -0.5494 1.0305
C -1.0681 -0.5630 2.4264
H 0.8641 -0.5585 5.0679
H 0.0690 1.0284 5.0575
H -0.9150 -0.4566 5.0634
H 1.8982 0.9659 2.9497
H 1.8609 0.9142 0.4607
H -1.8537 -0.9686 0.4429
H -1.9191 -0.9970 2.9400
```

Results
LUMO level (spin up / spin down)	-10.33 / -10.33	eV
net charge	+2
maximum force	0.087	Eh/bohr
energy relative to the best compared isomer or geometry (same formula, charge and spin)	0.0	kJ/mol
HOMO energy (spin up / spin down)	-16.269 / -16.269	eV

Results of the Mulliken charge analysis, in e, for atoms 1 through 8: atom 1 (O): -0.0493, atom 2 (C): 0.0901, atom 3 (Tl): 1.0446, atom 4 (C): 0.1182, atom 5 (O): -0.0495, atom 6 (C): 0.1989, atom 7 (O): -0.0848, atom 8 (C): 0.0848

---

Question: maximum force of number 1 (C11H7Cl2N2O4)?
Answer: 0.042 Eh/bohr